This record from the Open Molecules 2025 dataset describes a 2-piece molecular cluster, H3OPS overall in a non-equilibrium geometry. The level of theory is wB97M-V/def2-TZVPD.

Structure (XYZ):
```
6
Properties=species:S:1:pos:R:3:forces:R:3:lowdin_charge:R:1
O 1.2711 -0.5088 0.1265 0.50 0.43 -2.43 -0.50
P 0.8114 1.0346 -0.1428 -0.23 -0.03 0.37 0.40
S 0.6940 0.7745 -2.2024 -0.01 0.54 -0.59 0.29
H 1.2302 -0.9366 0.9366 -0.29 -0.71 2.59 0.00
H -2.1112 1.6251 1.2904 0.12 -0.05 -0.07 0.01
H 0.5543 -0.5516 -2.1900 -0.10 -0.19 0.13 -0.20
```
Forces are in eV/Å.

Computed properties:
- E_LUMO (alpha / beta) (eV) = -0.32 / -0.10
- HOMO energy (alpha / beta) (eV) = -10.0927 / -7.3242
- spin multiplicity = 1
- gap between HOMO and LUMO (alpha / beta) (eV) = 9.8 / 7.2

---

This record from the Open Molecules 2025 dataset describes C26H23GaN8S as an isolated structure. The level of theory is wB97M-V/def2-TZVPD.

Structure (XYZ):
```
59
Properties=species:S:1:pos:R:3:forces:R:3:lowdin_charge:R:1
Ga -0.0928 0.3980 -0.1350 0.27 0.29 -0.10 0.63
C -1.0235 0.0728 1.5805 -0.02 0.01 -0.02 -0.24
C -0.3887 -1.1796 1.9576 0.01 0.06 0.02 -0.11
C -1.0481 -2.2091 1.3387 0.01 -0.08 0.01 -0.08
C -2.1363 -1.6841 0.5880 0.02 -0.02 -0.04 -0.10
C -2.1626 -0.3144 0.7200 -0.23 -0.07 0.15 -0.15
H -1.0423 0.9621 2.2003 -0.01 -0.03 0.05 0.13
H 0.4651 -1.2641 2.6133 0.01 0.01 0.00 0.12
H -0.7860 -3.2539 1.4091 -0.01 0.00 -0.01 0.12
H -2.8367 -2.2734 0.0164 -0.02 -0.01 0.01 0.12
H -2.9540 0.3512 0.4048 0.06 0.04 -0.05 0.12
N 2.1808 -1.9590 -2.4379 -0.03 0.00 -0.02 0.23
C 1.0167 -2.4847 -2.9921 -0.04 -0.02 -0.03 -0.15
C 0.8211 -3.4575 -3.9657 -0.02 0.02 0.01 0.02
C -0.4889 -3.7460 -4.2823 0.03 -0.02 -0.02 -0.04
C -1.5611 -3.0921 -3.6532 -0.02 0.00 0.01 -0.04
C -1.3598 -2.1306 -2.6862 0.06 0.00 0.01 -0.02
C -0.0389 -1.8284 -2.3594 -0.05 0.00 0.00 -0.17
N 0.5101 -0.9196 -1.4466 0.10 -0.07 -0.04 0.14
C 1.8313 -1.0443 -1.5343 0.05 0.03 0.04 -0.21
C 2.6879 -0.2467 -0.6691 0.05 -0.01 0.01 -0.27
C 4.0344 -0.2361 -0.4899 -0.04 0.01 0.02 -0.27
S 4.4449 0.8728 0.7394 -0.02 0.00 -0.03 1.18
C 2.8121 1.2625 0.9491 -0.03 0.03 0.01 -0.38
N 1.9979 0.6188 0.1521 -0.05 -0.09 -0.05 0.00
H 3.1217 -2.2260 -2.6830 0.01 0.01 0.02 0.19
H 1.6456 -3.9641 -4.4476 0.01 0.00 0.00 0.13
H -0.6976 -4.4978 -5.0305 -0.01 0.00 0.00 0.12
H -2.5712 -3.3599 -3.9308 0.00 0.00 0.00 0.12
H -2.1888 -1.6492 -2.1896 -0.03 -0.01 -0.01 0.10
H 4.7951 -0.8128 -0.9909 -0.01 -0.01 -0.02 0.10
H 2.4850 1.9800 1.6874 0.00 0.00 0.01 0.11
C -1.6923 1.4809 -3.0754 -0.01 0.04 -0.03 0.04
C -1.0326 2.4385 -2.1546 0.05 0.01 -0.03 -0.28
N -0.3561 2.1273 -1.0496 -0.10 -0.07 0.08 0.05
C 0.1193 3.3140 -0.5074 0.03 0.04 0.00 -0.07
C -0.2609 4.3306 -1.3062 0.01 0.08 0.03 0.00
N -0.9934 3.7693 -2.3294 0.01 -0.18 0.08 0.02
C -1.4605 4.5127 -3.5020 -0.01 0.13 -0.08 -0.04
N -0.4598 4.5384 -4.5179 -0.12 -0.24 -0.10 -0.06
N 0.7192 5.1589 -4.2496 0.03 0.15 0.09 0.06
N 1.5504 4.9074 -5.1737 0.09 -0.06 -0.02 0.09
C 0.9501 4.0706 -6.0975 -0.08 -0.01 0.00 -0.22
C 1.4457 3.5319 -7.2885 -0.02 0.00 0.02 0.00
C 0.5955 2.7279 -8.0100 0.03 0.01 0.00 -0.06
C -0.7217 2.4723 -7.5757 0.00 -0.03 -0.04 -0.06
C -1.2273 3.0037 -6.4106 -0.01 0.06 0.05 -0.03
C -0.3511 3.8060 -5.6738 0.05 0.08 -0.05 -0.18
H -1.7432 0.4958 -2.6201 0.01 0.00 0.00 0.05
H -1.1373 1.4060 -4.0128 -0.02 -0.02 -0.01 0.10
H -2.7118 1.7922 -3.3055 0.01 0.01 0.00 0.11
H 0.6849 3.3491 0.4063 0.00 -0.01 0.01 0.11
H -0.0689 5.3883 -1.2597 -0.01 0.00 0.01 0.14
H -1.6928 5.5228 -3.1713 0.02 0.00 0.00 0.15
H -2.3644 4.0559 -3.8971 0.01 -0.02 0.03 0.14
H 2.4484 3.7562 -7.6242 0.01 0.00 0.00 0.12
H 0.9304 2.2965 -8.9429 -0.01 0.00 -0.01 0.11
H -1.3618 1.8571 -8.1940 0.00 0.00 0.01 0.11
H -2.2571 2.8388 -6.1204 0.00 -0.02 0.01 0.11
```
Forces are in eV/Å.

Computed properties:
- E_LUMO (eV) = -6.27
- HOMO energy (eV) = -13.5657
- spin multiplicity = 1
- gap between HOMO and LUMO (eV) = 7.3
- net charge = +2

---

This record from the Open Molecules 2025 dataset describes C45H51BrF5N5O3PS2Se2Sr as an isolated structure in a non-equilibrium geometry. The level of theory is wB97M-V/def2-TZVPD.

Structure (XYZ):
```
116
Properties=species:S:1:pos:R:3:forces:R:3:lowdin_charge:R:1
Sr -0.9852 0.1746 0.0120 0.36 -1.11 -0.54 0.92
C 5.6817 -2.3654 -4.5290 -0.30 0.05 -0.01 -0.07
C 4.1907 -2.1111 -4.7711 0.15 -0.06 -0.12 -0.56
C 4.0668 -1.1799 -5.9890 0.07 -0.15 0.18 -0.05
C 3.4991 -3.4506 -5.0672 0.17 0.15 0.00 -0.04
C 3.5130 -1.4739 -3.5692 -0.08 0.02 0.03 -0.19
C 2.1779 -1.1273 -3.6704 -0.04 0.15 0.14 -0.10
C 1.5396 -0.5233 -2.6123 -0.24 0.06 -0.14 -0.52
Br -0.2963 -0.0344 -2.9005 0.39 -0.17 -0.37 0.82
C 2.1168 -0.2809 -1.3521 0.50 -0.18 -0.51 -0.43
O 1.4426 0.3031 -0.3966 0.05 -0.17 0.22 -0.34
C 3.4730 -0.7211 -1.2353 -0.20 0.18 0.19 -0.08
C 4.1214 -1.2572 -2.3390 -0.06 0.00 -0.26 0.01
C 4.1694 -0.7540 0.1286 0.14 0.01 0.18 -0.51
C 5.6424 -1.1798 0.0430 -0.28 0.10 -0.01 -0.07
C 3.4266 -1.7876 0.9817 -0.02 0.21 -0.10 -0.05
C 4.1385 0.5981 0.8499 -0.06 -0.19 -0.04 -0.05
H 6.1482 -2.7238 -5.4467 0.02 -0.06 -0.04 0.08
H 5.8257 -3.1158 -3.7543 0.09 -0.04 0.10 0.08
H 6.1787 -1.4429 -4.2334 0.13 0.04 0.05 0.08
H 4.5339 -1.6360 -6.8622 0.04 -0.03 -0.09 0.08
H 4.5642 -0.2333 -5.7815 0.02 0.10 -0.03 0.09
H 3.0275 -0.9725 -6.2289 -0.10 0.04 -0.04 0.07
H 4.0080 -3.9676 -5.8803 0.03 -0.09 -0.11 0.08
H 2.4618 -3.2977 -5.3534 -0.13 -0.01 -0.04 0.08
H 3.5118 -4.0819 -4.1808 0.01 -0.09 0.05 0.08
H 1.6187 -1.3237 -4.5699 -0.09 0.04 -0.16 0.10
H 5.1538 -1.5336 -2.2384 0.18 -0.12 0.07 0.08
H 5.7395 -2.1984 -0.3241 0.08 -0.11 -0.05 0.08
H 6.0831 -1.1331 1.0386 0.00 -0.06 0.10 0.08
H 6.2130 -0.5119 -0.5992 0.11 0.06 -0.12 0.08
H 3.5083 -2.7671 0.5204 -0.09 -0.20 -0.04 0.09
H 2.3776 -1.5178 1.0595 -0.07 -0.09 0.01 0.04
H 3.8454 -1.8399 1.9849 0.12 0.01 0.22 0.08
H 4.6388 1.3576 0.2504 0.02 0.16 -0.07 0.08
H 4.6668 0.5152 1.7997 0.08 0.00 0.12 0.08
H 3.1109 0.8807 1.0473 -0.03 0.15 0.03 0.04
F 1.9039 -6.9812 -1.1764 -0.24 0.22 0.10 0.08
C 1.0176 -6.0450 -0.7636 -0.10 0.06 0.00 -0.15
C 1.3167 -4.6904 -0.8717 0.20 -0.28 -0.02 -0.15
F 2.5007 -4.3031 -1.3895 -0.21 -0.12 0.05 0.09
C 0.4079 -3.7556 -0.4330 -0.53 0.07 0.14 -0.23
F 0.7138 -2.4484 -0.5802 0.05 -0.36 0.06 0.03
C -0.8392 -4.0802 0.1400 0.86 -0.93 -0.37 -0.60
S -1.9077 -2.8868 0.6727 -0.68 0.94 0.29 0.58
C -1.1063 -5.4671 0.2240 0.05 0.52 -0.05 -0.24
F -2.2730 -5.8928 0.7486 0.28 0.05 -0.12 0.06
C -0.2122 -6.4182 -0.2255 0.32 -0.21 -0.06 -0.15
F -0.5112 -7.7327 -0.1297 0.07 0.27 -0.01 0.08
Se -3.1389 0.6098 1.8659 -0.36 0.24 0.81 0.26
P -4.6306 0.0188 0.4447 -0.94 0.09 0.11 0.10
Se -4.2934 -0.8084 -1.4980 0.52 -0.01 -0.09 0.29
C -5.7107 -1.0876 1.4099 0.12 0.00 -0.09 -0.43
C -6.5767 -0.5436 2.3519 0.06 0.06 0.00 -0.11
C -7.3631 -1.3759 3.1227 -0.14 0.08 0.16 -0.09
C -7.2762 -2.7503 2.9684 -0.03 -0.17 0.02 -0.10
C -6.3953 -3.2915 2.0459 -0.09 -0.10 0.12 -0.08
C -5.6103 -2.4612 1.2651 0.04 0.02 -0.15 -0.11
C -5.7758 1.4177 0.1647 0.29 -0.11 0.02 -0.42
C -7.0464 1.1062 -0.3026 0.01 -0.02 0.01 -0.12
C -7.9682 2.1109 -0.5032 -0.13 -0.04 -0.04 -0.09
C -7.6173 3.4291 -0.2595 -0.07 0.17 -0.06 -0.10
C -6.3370 3.7427 0.1588 -0.08 0.20 -0.05 -0.09
C -5.4127 2.7367 0.3730 0.15 -0.17 0.16 -0.10
H -6.6287 0.5312 2.4751 -0.03 -0.02 0.04 0.11
H -8.0458 -0.9527 3.8489 -0.01 0.01 0.02 0.10
H -7.8944 -3.4008 3.5732 -0.02 -0.03 0.02 0.09
H -6.3184 -4.3635 1.9367 0.03 -0.09 -0.02 0.10
H -4.9135 -2.8677 0.5442 0.04 -0.06 -0.03 0.05
H -7.3027 0.0714 -0.4883 -0.05 -0.01 -0.04 0.11
H -8.9614 1.8670 -0.8484 -0.14 -0.01 -0.04 0.10
H -8.3465 4.2126 -0.4036 -0.06 0.11 -0.04 0.09
H -6.0574 4.7734 0.3213 0.02 0.10 0.03 0.10
H -4.4141 2.9590 0.7266 0.04 0.00 0.01 0.07
O -2.3397 1.8384 -1.1693 -0.19 0.46 -0.41 -0.31
H -2.1160 2.6395 -1.6776 0.10 0.13 0.02 0.01
H -2.9404 1.3185 -1.7242 -0.38 -0.11 0.04 -0.06
N 1.2561 2.2187 3.5445 0.12 -0.16 0.13 0.14
C 0.8357 1.2406 2.6974 0.12 0.04 -0.03 -0.16
N -0.0144 1.6708 1.8177 -0.08 -0.18 -0.07 -0.01
C -0.2043 3.0043 2.0777 0.43 0.57 0.82 -0.24
C -1.0259 3.9467 1.4696 0.06 -0.03 -0.02 -0.01
C -0.9805 5.2410 1.9489 -0.07 0.04 -0.17 -0.09
C -0.1588 5.6003 3.0215 0.07 0.04 0.10 -0.11
C 0.6376 4.6708 3.6621 0.08 0.08 0.11 -0.03
C 0.6075 3.3726 3.1764 -0.44 0.21 -0.52 -0.19
H 1.9008 2.1043 4.3069 -0.04 -0.05 -0.06 0.16
H 1.1711 0.2214 2.7565 0.19 -0.17 0.16 0.07
H -1.6578 3.6579 0.6469 -0.18 -0.02 -0.10 0.10
H -1.5941 6.0038 1.4880 -0.08 -0.02 -0.02 0.10
H -0.1567 6.6277 3.3619 -0.01 0.00 0.04 0.10
H 1.2458 4.9442 4.5108 0.10 0.06 0.08 0.10
C 2.5168 5.8098 -0.1167 0.00 -0.01 0.15 -0.04
N 1.6009 5.0611 -0.9363 0.16 -0.11 0.06 -0.10
C 0.3980 5.6664 -1.4581 -0.26 -0.15 -0.16 -0.05
C -0.4852 4.4143 -1.7065 0.73 0.70 0.22 -0.49
O -1.6241 4.4381 -2.1327 -0.41 0.02 -0.16 0.04
N 0.2167 3.3278 -1.3460 -0.34 -0.93 -0.04 0.18
C 1.3840 3.7113 -0.8622 0.13 0.54 -0.24 -0.41
N 2.2530 2.8335 -0.4057 0.00 0.06 0.13 0.23
H 2.7520 6.7546 -0.6092 0.02 -0.05 0.03 0.09
H 3.4485 5.2614 0.0123 0.04 0.01 -0.02 0.08
H 2.0970 6.0225 0.8762 0.03 0.00 -0.06 0.08
H 0.5999 6.2046 -2.3899 -0.15 0.00 0.07 0.13
H -0.0749 6.3397 -0.7365 -0.01 -0.05 -0.04 0.12
H 1.9471 1.8262 -0.4163 0.10 0.06 0.15 0.06
H 3.1474 3.1042 -0.0419 -0.04 0.03 -0.02 0.09
C 1.8871 -3.3195 4.7210 -0.31 0.42 -0.29 -0.41
S 0.9925 -2.3681 3.4581 -0.04 -0.26 0.03 0.76
C -0.7102 -2.7420 3.9359 0.30 0.22 0.16 -0.41
H 1.5480 -4.3500 4.7016 0.03 -0.15 0.03 0.03
H 1.7224 -2.8826 5.7020 0.03 -0.06 0.15 0.02
H 2.9418 -3.2710 4.4703 0.12 -0.05 0.01 0.02
H -0.9362 -2.2850 4.8987 -0.06 -0.09 0.06 0.03
H -0.8478 -3.8209 3.9653 -0.09 -0.01 -0.01 0.04
H -1.3500 -2.3256 3.1607 -0.02 -0.07 0.02 -0.05
```
Forces are in eV/Å.

Computed properties:
- E_LUMO (eV) = 1.80
- HOMO energy (eV) = -4.1635
- spin multiplicity = 1
- gap between HOMO and LUMO (eV) = 6.0
- net charge = -1

---

This record from the Open Molecules 2025 dataset describes C2H2BrN2P as an isolated structure in a non-equilibrium geometry. The level of theory is wB97M-V/def2-TZVPD.

Structure (XYZ):
```
8
Properties=species:S:1:pos:R:3:forces:R:3:lowdin_charge:R:1
C -0.3028 1.6286 -0.1367 -0.96 -0.37 -0.69 -0.37
C -0.3038 0.1833 -0.2617 2.76 0.78 2.07 -0.44
N -0.3727 2.7588 -0.2652 0.13 1.28 0.22 0.14
N -2.7012 0.0444 0.0997 -1.52 0.67 1.41 -0.87
P -1.8233 -0.4260 -1.0767 0.04 -0.51 -1.22 0.82
Br -4.5637 0.0796 0.1865 0.69 -0.32 -0.38 0.53
H 0.7271 0.1109 -0.6979 -0.96 -1.17 -0.14 0.10
H -0.2297 -0.1375 0.8220 -0.19 -0.36 -1.28 0.10
```
Forces are in eV/Å.

Computed properties:
- E_LUMO (eV) = -1.10
- HOMO energy (eV) = -9.7179
- spin multiplicity = 1
- gap between HOMO and LUMO (eV) = 8.6

---

This record from the Open Molecules 2025 dataset describes the molecule CH3BrCl2Si in a non-equilibrium geometry. The level of theory is wB97M-V/def2-TZVPD.

Structure (XYZ):
```
8
Properties=species:S:1:pos:R:3:forces:R:3:lowdin_charge:R:1
Cl -1.5385 -1.9963 0.3755 -0.17 0.20 0.13 0.20
Si -0.8341 -0.2614 -0.4967 1.64 -0.57 0.18 0.15
C 0.6884 0.4036 0.6447 -1.14 -0.21 -0.62 -1.24
Cl 0.6838 2.1695 0.2021 -0.09 -0.40 0.73 0.41
Br 2.3742 -0.3125 -0.0773 -0.58 -0.09 0.60 0.54
H 0.0392 -0.8181 -1.6057 -0.92 0.69 0.07 -0.06
H -2.0104 0.6567 -0.7901 0.89 -0.40 0.26 -0.04
H 0.5974 0.1585 1.7474 0.36 0.78 -1.36 0.03
```
Forces are in eV/Å.

Computed properties:
- E_LUMO (eV) = 0.29
- SMILES string = Cl[SiH2][C@H](Cl)Br
- HOMO energy (eV) = -10.2823
- spin multiplicity = 1
- gap between HOMO and LUMO (eV) = 10.6

---

This record from the Open Molecules 2025 dataset describes the molecule C24H34N4O5S. The level of theory is wB97M-V/def2-TZVPD.

Structure (XYZ):
```
68
Properties=species:S:1:pos:R:3:forces:R:3:lowdin_charge:R:1
C 5.8768 -1.6924 -0.3306 -0.13 -0.07 -0.16 -0.08
C 4.4947 -1.7387 -0.9848 0.07 0.06 0.16 -0.19
C 3.4254 -1.3393 -0.0213 0.13 0.41 -0.30 -0.12
C 3.0539 -0.1161 0.3948 -0.09 -0.49 0.03 -0.19
C 3.5861 1.2136 0.0120 0.01 -0.01 -0.01 -0.02
C 1.9316 -0.2354 1.3728 -0.32 0.19 0.14 -0.06
N 1.7187 -1.6636 1.4674 -0.07 0.09 0.02 0.08
C 0.5510 -2.1728 2.0566 0.28 -0.08 0.09 -0.50
O -0.3494 -1.4287 2.3794 -0.23 0.29 0.11 0.08
N 0.5658 -3.5103 2.2489 0.16 -0.40 0.05 0.09
C -0.6772 -4.2144 2.4592 -0.20 -0.03 0.09 -0.16
C -1.1705 -4.8797 1.1560 0.08 0.19 0.15 -0.12
C -0.9778 -3.9195 0.0179 -0.02 -0.16 -0.20 -0.22
C 0.0949 -4.0787 -0.8537 -0.22 0.09 -0.03 -0.02
C 0.3720 -3.1164 -1.8085 0.15 -0.06 -0.11 -0.04
C -0.4371 -2.0024 -1.8940 0.17 0.27 -0.50 -0.27
S -0.0167 -0.7323 -3.0662 0.21 0.21 0.29 0.69
O 1.0760 -1.1590 -3.8809 0.10 -0.11 0.30 -0.27
O -1.2054 -0.2305 -3.6990 -0.04 -0.13 0.23 -0.28
N 0.5914 0.4921 -2.0908 0.14 -0.58 -0.75 0.02
C -0.0975 1.4169 -1.2979 -0.48 -0.11 -0.08 -0.56
O 0.4871 1.9956 -0.4029 0.25 0.24 0.13 0.05
N -1.3875 1.5531 -1.6244 -0.39 0.07 -0.19 0.11
C -2.2961 2.4878 -0.9711 0.37 0.15 0.35 -0.29
C -1.8574 3.9391 -1.1784 -0.30 -0.01 -0.13 -0.14
C -2.8537 4.8903 -0.5234 0.36 -0.07 0.18 -0.17
C -2.9890 4.5995 0.9717 -0.47 0.07 -0.08 -0.39
C -3.9866 5.5529 1.6234 0.29 -0.14 -0.04 -0.08
C -3.4129 3.1441 1.1720 0.40 0.05 0.05 -0.17
C -2.4143 2.1900 0.5249 -0.33 0.00 -0.09 -0.14
C -1.5292 -1.8380 -1.0630 -0.25 0.03 0.11 -0.04
C -1.7954 -2.7993 -0.1052 0.10 0.04 -0.19 -0.01
C 2.6057 -2.3465 0.6601 -0.14 -0.16 0.24 -0.36
O 2.6647 -3.5602 0.5526 0.31 -0.16 -0.15 0.06
H 5.9091 -2.3654 0.5227 0.05 -0.05 0.10 0.08
H 6.1046 -0.6863 0.0136 0.06 0.09 0.05 0.07
H 6.6395 -1.9986 -1.0421 0.14 -0.02 -0.01 0.07
H 4.4773 -1.0805 -1.8566 -0.03 -0.06 -0.04 0.11
H 4.2877 -2.7580 -1.3156 -0.03 0.06 -0.10 0.11
H 4.2099 1.1478 -0.8757 0.10 0.05 -0.07 0.08
H 4.1851 1.6241 0.8250 0.08 0.05 0.05 0.10
H 2.7559 1.8978 -0.1610 0.04 0.06 -0.04 0.07
H 1.0311 0.2865 1.0339 0.14 -0.08 0.03 0.12
H 2.1896 0.1741 2.3550 0.03 0.05 -0.05 0.15
H 1.3231 -4.0166 1.7944 -0.03 0.22 0.06 0.12
H -0.5378 -4.9706 3.2359 -0.11 0.09 -0.02 0.12
H -1.3996 -3.4724 2.8062 0.05 -0.17 0.02 0.12
H -0.5948 -5.7876 0.9719 -0.06 -0.05 -0.03 0.11
H -2.2210 -5.1482 1.2713 -0.01 -0.10 -0.01 0.12
H 0.7356 -4.9430 -0.7697 0.06 -0.06 0.03 0.12
H 1.2096 -3.2069 -2.4810 0.14 -0.10 -0.05 0.12
H 1.5669 0.3876 -1.8588 0.13 -0.09 0.04 0.11
H -1.6836 1.0917 -2.4763 -0.04 0.19 0.10 0.10
H -3.2723 2.3373 -1.4449 0.06 -0.01 0.02 0.16
H -1.7807 4.1485 -2.2476 0.06 -0.02 -0.02 0.12
H -0.8707 4.0689 -0.7328 0.05 0.00 -0.03 0.12
H -3.8308 4.7807 -1.0011 -0.12 0.06 -0.02 0.12
H -2.5248 5.9208 -0.6713 -0.07 0.06 -0.04 0.12
H -2.0096 4.7409 1.4409 0.05 -0.02 -0.01 0.15
H -4.0674 5.3522 2.6891 -0.06 0.02 0.14 0.07
H -3.6720 6.5856 1.4914 -0.02 0.15 0.01 0.07
H -4.9723 5.4359 1.1773 -0.14 0.00 -0.05 0.08
H -4.4023 2.9940 0.7317 -0.13 0.02 0.02 0.12
H -3.4853 2.9238 2.2385 -0.09 -0.01 0.03 0.12
H -2.7282 1.1548 0.6738 0.05 -0.06 -0.01 0.12
H -1.4342 2.3130 0.9853 0.01 -0.05 0.01 0.11
H -2.1501 -0.9629 -1.1639 -0.14 0.07 0.06 0.11
H -2.6298 -2.6696 0.5667 -0.09 0.05 0.09 0.13
```
Forces are in eV/Å.

Computed properties:
- E_LUMO (eV) = 0.55
- SMILES string = CCC1=C(C)CN(C(=O)NCCc2ccc(S(=O)(=O)NC(=O)N[C@H]3CC[C@H](C)CC3)cc2)C1=O
- HOMO energy (eV) = -9.5565
- spin multiplicity = 1
- gap between HOMO and LUMO (eV) = 10.1

---

What did we get for relative energy (zero: lowest compared OMol25 entry of this formula, charge and spin)? Answer: 79.92, 7.29, 11.85, 22.03, 47.00, 3.50 kcal per mole, in the order shown.